1.
The following is a quantum chemistry calculation of a structure of composition C17H27Cl2NO4PPt, from the Open Molecules 2025 dataset.

Output
HOMO energy = -19.811 eV
energy relative to the best compared isomer or geometry (same formula, charge and spin) = 0.0 kcal per mole
net charge = +3

Last column: Löwdin charge in e.
Cartesian coordinates (Å):
Pt 2.03372 -0.90932 0.39502  1.049
O 4.89560 -3.44267 -0.80767  0.281
C 3.85243 -2.77280 -0.50213  -0.374
O 3.88390 -1.68443 0.12600  -0.060
C 2.53679 -3.34086 -0.90668  -0.114
C 2.26427 -4.54564 -1.52479  0.111
C 0.92632 -4.88281 -1.74214  0.073
C -0.09327 -4.02702 -1.34030  0.108
C 0.26212 -2.82694 -0.73803  -0.126
N 1.53434 -2.52218 -0.55100  -0.030
C -0.72652 -1.80644 -0.27909  -0.362
O -1.89184 -1.91709 -0.35110  0.215
O -0.13601 -0.60671 0.26262  -0.300
H 5.73669 -3.03285 -0.51927  0.204
H 3.06995 -5.20755 -1.81727  0.160
H 0.68229 -5.82355 -2.21924  0.153
H -1.13714 -4.27563 -1.48407  0.158
Cl 3.17016 0.83032 1.70002  0.621
C 3.36110 0.09267 3.39120  -0.810
Cl 2.25849 -1.23160 3.66423  0.624
H 3.14977 0.90709 4.07495  0.056
H 4.39056 -0.24224 3.44070  0.055
C -3.15113 2.22386 1.18250  -0.060
C -2.71483 0.77238 0.83984  -0.419
C -3.86708 0.08961 0.09211  -0.059
P -1.09018 0.88753 0.02576  1.167
C -1.11772 1.04756 -1.77432  -0.443
C -2.03476 2.19369 -2.23972  -0.045
C 0.28340 1.19441 -2.37492  -0.065
C 0.06116 2.01070 0.84009  -0.486
C -0.13810 3.49732 0.47601  -0.040
C 0.13086 1.76213 2.35276  -0.100
H -4.12371 2.13938 1.66584  0.111
H -3.28830 2.83639 0.29159  0.090
H -2.49367 2.73079 1.87909  0.066
H -2.50947 0.25470 1.78447  0.139
H -4.12087 0.62136 -0.82285  0.086
H -4.73357 0.15717 0.74932  0.109
H -3.70814 -0.95618 -0.13030  0.063
H -1.57364 0.10336 -2.10163  0.130
H -1.67023 3.16508 -1.90839  0.087
H -3.06552 2.07108 -1.91825  0.072
H -2.03215 2.19565 -3.32945  0.112
H 0.67697 2.19645 -2.19919  0.091
H 0.20936 1.06847 -3.45478  0.109
H 1.02642 0.48261 -2.00896  0.052
H 1.01056 1.72389 0.37992  0.052
H -1.13317 3.87110 0.69209  0.079
H 0.09502 3.69926 -0.56765  0.079
H 0.56211 4.07379 1.08125  0.109
H -0.73705 2.16548 2.86868  0.092
H 1.00304 2.28429 2.74554  0.080
H 0.22067 0.70493 2.61161  0.049

Forces on atoms 1 to 6 (eV/Å):
0.62 0.39 0.48
0.02 -0.02 -0.02
-0.03 -0.01 0.02
-0.19 -0.16 -0.09
-0.06 0.00 -0.01
0.06 0.01 0.03

2.
The following is a quantum chemistry calculation of a cluster of 2 separate species, C17H27FI2N5O5 in total at a distorted geometry, from the Open Molecules 2025 dataset.

Output
HOMO energy = -10.434 eV
net charge = +1

Last column: Löwdin charge in e.
Cartesian coordinates (Å):
C 2.62376 -1.70455 -2.91430  -0.163
C 1.38692 -0.95514 -3.22979  -0.750
I 0.75072 -1.12171 -5.24003  0.997
C 0.64553 -0.23885 -2.39547  -0.776
I 1.09190 -0.01752 -0.34724  1.066
N -0.52883 0.46646 -2.78640  -0.092
C -1.81105 0.03840 -2.61040  0.052
C -2.62433 1.00135 -3.11566  -0.074
C -4.10372 0.97084 -3.15970  -0.374
O -4.74505 1.69377 -2.45742  0.194
N -4.68911 0.00073 -4.02637  0.180
C -5.94052 -0.42343 -3.48174  -0.552
O -6.01666 -1.25254 -2.66865  0.227
F -6.97529 0.18616 -4.00339  0.181
N -1.80633 2.01108 -3.58902  0.085
C -2.34524 3.19779 -4.25794  -0.039
C -2.60948 2.86487 -5.72462  -0.205
O -1.75369 2.41871 -6.42310  0.107
C -0.52054 1.68322 -3.38022  -0.165
C 0.72789 2.40529 -3.70386  -0.164
N 0.55288 3.83697 -3.91545  0.029
H 2.97782 -1.53459 -1.90807  0.034
H 2.44200 -2.75990 -3.09287  0.090
H 3.39444 -1.41599 -3.62317  0.082
H -2.12390 -0.87954 -2.15353  0.163
H -4.82869 0.38403 -4.95978  0.154
H -3.29579 3.43231 -3.78860  0.127
H -1.71694 4.06489 -4.15154  0.117
H -3.63452 3.01603 -6.09170  0.133
H 1.40093 2.22926 -2.85809  0.120
H 1.21947 1.95451 -4.55867  0.111
H 0.10549 4.25902 -3.10984  0.086
H 1.46347 4.27378 -3.96191  0.094
C 4.14867 -2.17598 6.24127  -0.113
O 3.28601 -2.86198 5.35156  -0.199
C 2.07629 -3.31432 5.95015  -0.215
C 0.88825 -2.58204 5.36715  -0.215
N 0.88038 -1.18384 5.78015  -0.048
C -0.09803 -0.35512 5.08573  -0.197
C 0.08061 -0.15213 3.58547  -0.240
O 1.23338 0.59844 3.23325  -0.219
C 2.43020 -0.14926 3.09859  -0.135
H 5.07751 -1.97874 5.70914  0.088
H 3.72247 -1.22027 6.56554  0.081
H 4.37360 -2.78436 7.12117  0.090
H 2.10752 -3.20818 7.03730  0.125
H 1.97735 -4.37884 5.72019  0.123
H -0.03356 -3.05903 5.71124  0.125
H 0.93989 -2.69100 4.27427  0.105
H 1.80113 -0.79404 5.62850  0.071
H -0.07758 0.63068 5.55627  0.122
H -1.09526 -0.76770 5.26516  0.121
H -0.77269 0.43401 3.23300  0.119
H 0.05722 -1.09910 3.03100  0.102
H 2.23564 -1.16519 2.74173  0.081
H 2.99056 -0.19243 4.03446  0.077
H 3.05691 0.36470 2.36626  0.072

Forces on atoms 1 to 6 (eV/Å):
0.05 -0.01 -0.41
-0.52 0.13 -0.43
0.10 0.00 0.21
0.34 -0.04 0.68
-0.14 0.10 -0.12
0.41 0.52 -0.18

3.
The following is a quantum chemistry calculation of a structure of composition C17H27FNNiO2P2 at a distorted geometry, from the Open Molecules 2025 dataset.

Output
2S+1 = 3
HOMO energy (spin up / spin down) = -10.534 / -11.098 eV
energy relative to the best compared isomer or geometry (same formula, charge and spin) = 0.0 kcal per mole
net charge = +1

Last column: Löwdin charge in e.
Cartesian coordinates (Å):
Ni -0.03145 0.59230 -0.34389  0.221
P -2.17565 0.50705 -0.61854  0.847
C -2.27856 0.80459 -2.43562  -0.233
C -0.90396 1.22550 -2.99852  -0.251
N 0.16984 1.18464 -2.13785  -0.035
C 1.45777 1.55044 -2.48579  -0.262
C 1.65419 2.13530 -3.73832  -0.005
C 0.54519 2.39192 -4.56136  -0.015
C -0.73427 1.96918 -4.17003  -0.008
C 2.62830 1.10354 -1.56786  -0.250
P 1.98033 -0.28938 -0.55829  0.860
H -1.61411 2.17770 -4.79117  0.130
H 2.67543 2.34355 -4.06070  0.126
H 0.67723 2.91555 -5.51380  0.125
H 3.50444 0.78348 -2.16778  0.093
H 2.99554 1.95364 -0.96579  0.106
H -2.99581 0.20522 -3.04224  0.116
H -2.87710 1.74257 -2.33229  0.089
H -0.84008 -2.18849 -4.38426  0.035
O -1.48666 -2.90109 -4.59778  -0.070
H -1.94330 -3.10040 -3.75962  0.034
H 0.36572 -2.89269 -0.85046  -0.003
O 0.04498 -3.53408 -0.16598  -0.102
H -0.12818 -4.32863 -0.76368  0.083
C 2.77335 -1.70350 -1.49646  -0.228
H 3.68514 -1.35354 -2.02413  0.051
H 3.07954 -2.44961 -0.73376  0.056
H 2.11301 -2.15516 -2.26553  0.044
C 2.83441 -0.39287 1.04620  -0.243
H 2.51227 -1.35309 1.46732  0.054
H 3.92829 -0.42181 1.01508  0.060
H 2.50862 0.36335 1.76810  0.043
C -3.26463 1.78209 0.16421  -0.223
H -4.20372 1.84110 -0.42774  0.056
H -3.54625 1.56109 1.21746  0.066
H -2.75724 2.76816 0.14668  0.057
C -2.91498 -1.11120 -0.21014  -0.233
H -3.11895 -1.17349 0.87734  0.064
H -3.84576 -1.21844 -0.79729  0.056
H -2.15484 -1.86885 -0.47073  0.023
F -0.06179 4.38307 4.38714  0.041
C -0.03432 3.50855 3.33016  -0.262
C 0.38820 3.96795 2.09572  -0.006
C 0.38847 3.06325 1.02441  -0.118
C -0.05573 1.75976 1.21982  -0.290
C -0.41006 1.29918 2.48502  -0.122
C -0.41404 2.19733 3.55737  -0.007
H 0.68560 4.99514 1.95793  0.118
H 0.74350 3.40133 0.04726  0.093
H -0.67522 0.25202 2.61805  0.099
H -0.72511 1.86828 4.53916  0.120

Forces on atoms 1 to 6 (eV/Å):
-0.48 -1.04 1.32
-0.86 -0.37 1.02
-0.79 1.49 0.22
0.94 1.56 0.85
0.67 0.03 -1.51
-0.99 -0.58 -0.98

Values of total energy, in order: -65300.949; -54664.876; -85983.593, all in eV.